Record 1
Here is a cluster of 2 separate species, C12H15NO in total in a non-equilibrium geometry from OMol25. Energies are from wB97M-V/def2-TZVPD.

```
29
Properties=species:S:1:pos:R:3:lowdin_charge:R:1
C -0.6615 0.9287 4.4228 -0.081
C 0.0612 0.0517 3.6161 -0.138
C -1.0794 2.0961 3.7746 -0.112
C 0.2180 0.1826 2.3067 -0.054
C -0.8675 2.3094 2.4534 -0.049
C -0.2354 1.3710 1.6568 -0.246
C 0.7751 -0.0992 -0.8540 0.036
C 1.2786 0.3301 -2.1305 -0.192
C 0.2531 -1.4753 -0.7625 -0.252
C 0.5611 -0.3134 -3.3868 -0.186
C -0.6182 -1.9596 -1.8645 -0.245
C 0.0798 -1.7515 -3.1492 -0.269
N -0.2911 1.3705 0.2880 -0.068
O -0.3976 2.4833 -0.3078 -0.060
H -0.5969 0.7887 5.5183 0.110
H 0.5284 -0.9239 4.0486 0.138
H -1.8513 2.7422 4.2657 0.121
H 0.5615 -0.6478 1.6629 0.091
H -1.1662 3.3383 2.1432 0.130
H 1.4969 1.3900 -2.4427 0.135
H 2.2648 -0.1270 -1.9288 0.135
H 1.1549 -2.1057 -0.8853 0.136
H -0.0816 -1.6261 0.2768 0.099
H -0.3618 0.3168 -3.6220 0.127
H 1.1970 -0.1676 -4.3091 0.118
H -1.2401 -2.9567 -1.7734 0.151
H -1.4934 -1.0713 -1.8725 0.171
H -0.4785 -2.1083 -4.1107 0.145
H 0.9901 -2.3659 -3.0340 0.109
```

Calculated total energy   -595.97290 hartree
HOMO level (spin up / spin down)   -7.20 / -7.97 eV
M   189.26 g mol⁻¹
ΔE to the lowest compared entry with this formula, charge and spin   826.3 kJ/mol

=====

Record 2
Here is a structure of composition C12H15BCl2N6O2Zn in a non-equilibrium geometry from OMol25. Energies are from wB97M-V/def2-TZVPD.

```
39
Properties=species:S:1:pos:R:3:lowdin_charge:R:1
C 0.2162 2.8811 0.6997 -0.105
N 0.4869 1.6447 0.2346 -0.052
N 0.5149 1.6965 -1.1332 -0.014
C 0.4037 2.9810 -1.5284 -0.021
C 0.2044 3.7688 -0.3864 -0.012
B 0.7101 0.3891 -1.9852 -0.450
N 1.8357 -0.5335 -1.4090 -0.025
N 1.9512 -0.7691 -0.0563 -0.026
C 3.0099 -1.5886 0.1127 -0.092
C 3.6265 -1.8112 -1.1250 -0.014
C 2.8538 -1.1255 -2.0630 -0.025
Zn 0.3696 -0.1283 1.1154 0.646
N -0.5981 -0.4564 -2.0452 0.028
N -1.0860 -1.0676 -0.9279 0.135
C -2.2871 -1.5727 -1.2792 -0.025
C -2.4899 -1.4306 -2.6747 0.128
C -1.3703 -0.7151 -3.1244 0.080
H -3.0154 -2.0015 -0.5940 0.141
H -1.0581 -0.4040 -4.1048 0.158
H -3.3025 -1.7807 -3.2688 0.140
H 1.0123 0.6961 -3.0985 0.128
H 2.9714 -0.9992 -3.1289 0.138
H 0.5179 3.2056 -2.5940 0.145
H 4.5079 -2.3884 -1.3124 0.111
H 0.0713 4.8440 -0.3193 0.117
H 3.3147 -2.0221 1.0654 0.126
H 0.0332 3.0576 1.7544 0.085
H -0.2471 -1.8367 1.2662 0.022
C 0.2987 -2.0304 2.2426 -0.015
H 1.0365 -2.8368 2.0498 0.084
H 0.8570 -1.1567 2.5931 0.009
H -0.5279 -2.2981 2.9299 0.084
Cl -2.6160 0.0303 4.9440 0.757
C -1.9427 1.0485 3.6960 -0.937
Cl -0.1516 1.2295 3.7871 0.726
C -2.4547 0.5605 2.2885 -0.542
O -3.6926 0.6134 2.2350 0.329
O -1.6064 0.2462 1.3879 -0.060
H -2.3573 2.0601 3.7562 0.097
```

Calculated total energy   -3669.20607 hartree
HOMO level (spin up / spin down)   -15.24 / -15.25 eV
M   422.40 g mol⁻¹
ΔE to the lowest compared entry with this formula, charge and spin   37.3 kJ/mol
Total charge   +2

=====

Record 3
Here is a cluster of 2 separate species, CH3NO3P in total in a non-equilibrium geometry from OMol25. Energies are from wB97M-V/def2-TZVPD.

```
9
Properties=species:S:1:pos:R:3:lowdin_charge:R:1
C 0.2062 0.0842 2.0543 -0.466
N -0.4246 0.4711 0.9314 0.128
O 1.0843 -1.0530 -3.5884 -0.621
O -0.0656 0.2819 3.2151 -0.025
O -0.4379 -0.0288 -1.9187 -0.647
P -0.1163 -0.1897 -3.4024 0.386
H 1.0655 -0.4892 1.7419 0.109
H -1.3726 0.6970 0.9265 0.073
H 0.0610 0.2265 0.0403 0.061
```

Calculated total energy   -661.87590 hartree
HOMO level   -4.52 eV
M   108.01 g mol⁻¹
ΔE to the lowest compared entry with this formula, charge and spin   0.0 kJ/mol
Total charge   -1

=====

Record 4
Here is a structure of composition C37H33IKN5O5S2 in a non-equilibrium geometry from OMol25. Energies are from wB97M-V/def2-TZVPD.

```
84
Properties=species:S:1:pos:R:3:lowdin_charge:R:1
K -0.5997 0.9539 -0.3132 0.735
C 1.2775 -0.4601 4.2871 -0.078
C 2.3837 -1.2114 3.5430 -0.383
C 2.0835 -2.7045 3.5220 -0.092
C 2.6331 -0.6290 2.1580 -0.197
C 2.9709 0.7221 2.0366 -0.035
C 3.2249 1.3027 0.8060 -0.039
C 3.2028 0.5416 -0.3659 -0.284
C 3.5514 1.1654 -1.6943 -0.047
C 2.8475 -0.7956 -0.2576 -0.044
C 2.5424 -1.3690 0.9820 -0.038
H 1.1128 -0.9016 5.2769 0.074
H 0.3429 -0.4844 3.7184 0.049
H 1.5248 0.5951 4.4297 0.061
H 3.3124 -1.0612 4.1067 0.129
H 1.1113 -2.8936 3.0525 0.079
H 2.0345 -3.0905 4.5439 0.070
H 2.8417 -3.2741 2.9776 0.070
H 3.0001 1.3410 2.9291 0.106
H 3.4232 2.3686 0.7388 0.113
H 4.6153 1.0388 -1.9168 0.075
H 3.3361 2.2342 -1.6971 0.052
H 2.9869 0.7022 -2.5076 0.081
H 2.7853 -1.4024 -1.1562 0.106
H 2.2417 -2.4093 1.0154 0.096
N -7.7072 -2.8396 -0.4425 0.069
C -6.5587 -2.1399 -0.8807 -0.326
C -6.3082 -1.9785 -2.2439 -0.049
C -5.1621 -1.3285 -2.6749 -0.069
C -4.2692 -0.8250 -1.7364 -0.286
C -4.5055 -0.9861 -0.3779 -0.025
C -5.6495 -1.6447 0.0446 -0.021
S -2.8327 0.0559 -2.2242 0.559
O -2.7275 1.1532 -1.2666 -0.466
O -3.0235 0.4214 -3.6137 -0.330
N -1.5420 -0.8294 -1.9811 -0.154
C -1.4196 -2.0964 -2.4488 -0.451
N -2.3948 -2.7213 -3.1444 0.129
C -2.1746 -3.9876 -3.4686 -0.163
C -1.0161 -4.6750 -3.1513 -0.103
C -0.0617 -3.9350 -2.4635 -0.174
N -0.2321 -2.6773 -2.1071 0.119
H -8.4881 -2.7610 -1.0755 0.069
H -7.9880 -2.5862 0.4926 0.073
H -7.0168 -2.3721 -2.9672 0.098
H -4.9467 -1.2049 -3.7303 0.106
H -3.8015 -0.5935 0.3497 0.105
H -5.8250 -1.7699 1.1077 0.099
H -2.9683 -4.4840 -4.0215 0.096
H -0.8569 -5.7081 -3.4257 0.076
H 0.8891 -4.3861 -2.1856 0.096
I -1.8784 2.1181 3.4322 0.872
C -3.0800 0.4068 3.5024 -0.650
C -4.1732 0.4367 4.3196 -0.198
C -4.9954 -0.7180 4.4233 -0.120
C -4.6841 -1.8448 3.7216 -0.085
C -3.5425 -1.8866 2.8696 -0.211
C -3.2383 -3.0556 2.1243 -0.092
C -2.1438 -3.0616 1.3056 -0.100
C -1.3222 -1.9068 1.1947 -0.189
C -1.5548 -0.7092 1.8527 -0.179
C -2.6986 -0.7412 2.7167 -0.298
H -4.4069 1.3274 4.8858 0.066
H -5.8679 -0.6980 5.0671 0.084
H -5.3102 -2.7302 3.7963 0.097
H -3.8884 -3.9212 2.2050 0.096
H -1.9077 -3.9536 0.7298 0.090
H -0.4642 -1.9972 0.5236 0.055
O 3.3894 5.6495 -3.1188 -0.340
S 2.2576 5.7183 -2.2255 0.585
O 2.0636 6.9510 -1.5015 -0.340
N 2.1668 4.4442 -1.2586 -0.061
C 1.0991 3.6623 -1.5408 -0.509
O 0.7913 2.6034 -0.9816 -0.166
C 0.2499 4.2089 -2.6695 -0.120
C -0.9046 3.6765 -3.2148 0.017
C -1.5031 4.3647 -4.2660 -0.066
C -0.9429 5.5489 -4.7514 -0.094
C 0.2243 6.0735 -4.2022 -0.053
C 0.7941 5.3766 -3.1526 -0.231
H -1.3418 2.7593 -2.8325 0.100
H -2.4110 3.9690 -4.7059 0.103
H -1.4300 6.0715 -5.5668 0.090
H 0.6677 6.9875 -4.5790 0.110
```

Calculated total energy   -3773.85523 hartree
HOMO level   -1.85 eV
M   857.84 g mol⁻¹
ΔE to the lowest compared entry with this formula, charge and spin   92.2 kJ/mol
Total charge   -2

=====

Record 5
Here is a cluster of 7 separate species, C20H54O8 in total in a non-equilibrium geometry from OMol25. Energies are from wB97M-V/def2-TZVPD.

```
82
Properties=species:S:1:pos:R:3:lowdin_charge:R:1
C 18.4940 30.6400 15.8070 -0.077
C 18.7010 31.3210 14.4920 -0.497
C 20.1170 31.7480 14.3810 -0.065
O 18.5930 30.2610 13.5330 -0.077
H 19.2940 29.7900 16.0510 0.111
H 17.5590 30.0330 15.7330 0.076
H 18.6260 31.5130 16.6990 0.143
H 17.9560 31.9600 14.2420 0.106
H 20.4380 32.3960 15.1150 0.026
H 20.4240 32.4610 13.6560 0.070
H 20.9550 31.1050 14.4510 0.086
H 17.6960 30.4120 13.1340 0.108
C 25.1250 28.8660 16.3950 -0.054
C 25.5190 30.1900 15.8550 -0.540
C 26.2390 31.1530 16.7870 -0.014
O 26.2760 29.8990 14.7110 -0.096
H 26.0380 28.2120 16.6340 0.119
H 24.3970 28.3530 15.8020 0.073
H 24.6260 28.9840 17.3380 0.059
H 24.6640 30.6530 15.4150 0.115
H 25.8940 31.0880 17.8160 0.087
H 26.1200 32.1000 16.2460 0.097
H 27.0640 30.7100 16.8520 -0.006
H 26.4330 30.5480 13.9120 0.157
C 24.5110 36.5010 16.2810 -0.053
C 23.3010 36.2640 15.6340 -0.537
C 23.0870 35.1370 14.6450 -0.031
O 22.1160 36.2330 16.5300 -0.134
H 24.7650 35.5450 16.5950 0.078
H 24.5180 37.2340 17.0080 0.085
H 25.1400 36.9440 15.6110 0.078
H 23.1430 37.1250 14.9970 0.122
H 23.8060 34.3990 15.0670 0.080
H 23.6400 35.5820 13.7550 0.106
H 22.0360 34.9050 14.4150 0.095
H 21.8710 37.2330 16.8000 0.170
C 19.8870 36.9330 22.5360 -0.006
C 19.7810 37.2940 21.0410 -0.497
C 20.3650 36.1650 20.1360 -0.046
O 18.4790 37.7080 20.8800 0.030
H 19.5320 37.5860 23.1990 0.041
H 20.9000 36.5260 22.7390 0.106
H 19.3160 36.1430 22.5180 0.018
H 20.3500 37.9700 20.8830 0.027
H 21.4840 36.1710 20.0170 0.080
H 20.0530 36.3670 19.0280 0.092
H 20.0260 35.0580 20.4710 0.108
H 18.5550 38.2770 20.1670 0.059
C 21.3570 25.7700 17.8260 -0.072
C 20.7400 27.1650 17.7640 -0.508
C 19.4470 27.1340 18.5570 -0.098
O 21.6490 28.0850 18.4070 -0.117
H 20.7030 24.8980 17.4550 0.120
H 21.6490 25.5690 18.7370 0.005
H 22.3610 25.8030 17.3750 0.085
H 20.4230 27.2360 16.6720 0.144
H 19.5200 26.8280 19.6810 0.117
H 18.7830 26.6400 18.0000 0.005
H 18.7600 28.1240 18.6120 0.116
H 21.1380 29.0510 18.4400 0.126
C 22.2160 30.1330 22.0120 -0.008
C 21.2840 31.4290 22.0270 -0.493
C 22.1160 32.6860 21.9020 -0.040
O 20.2590 31.3090 21.1010 -0.098
H 21.8570 29.2530 22.6030 0.097
H 23.0120 30.5110 22.4790 0.008
H 22.5470 29.9230 21.0060 0.073
H 20.8440 31.4930 22.9760 0.111
H 21.2970 33.4510 21.6040 0.100
H 22.5850 32.8880 20.8970 0.079
H 22.9650 32.7410 22.4760 0.054
H 19.4960 30.7010 21.5530 0.207
O 22.9710 33.6520 17.3230 -0.095
C 21.8790 33.0680 17.8390 -0.295
C 22.2580 31.5450 17.9660 -0.177
O 21.1500 30.8520 18.5900 -0.164
H 22.5820 34.6020 17.2450 0.088
H 21.6640 33.4350 18.9250 0.117
H 20.9570 33.3480 17.2330 0.133
H 23.1790 31.2580 18.5680 0.128
H 22.4270 30.9460 17.0570 0.112
H 20.8580 31.2710 19.4560 0.065
```

Calculated total energy   -1395.89103 hartree
HOMO level   -9.34 eV
M   422.64 g mol⁻¹
ΔE to the lowest compared entry with this formula, charge and spin   1130.1 kJ/mol
SMILES   CC(C)O.CC(C)O.CC(C)O.CC(C)O.CC(C)O.CC(C)O.OCCO